Below is a structure of composition C31H47Cl3MoN4O2, with properties calculated with ωB97M-V/def2-TZVPD.

## Properties
ΔE to the lowest compared entry with this formula, charge and spin: 32.9 kJ/mol
E_tot: -3027.49076 a.u.
Total charge: -2
Highest occupied orbital energy (alpha / beta): 0.0895 / -0.0276 Eh
Spin multiplicity: 3

Positions of all 88 atoms, in Å:
Mo: 0.50 1.12 0.03
Cl: 6.26 3.40 2.87
Cl: 4.69 4.94 0.95
Cl: 7.17 3.73 0.13
O: 5.33 1.51 -0.15
O: 3.93 2.04 1.57
N: 2.24 3.01 -1.65
N: 1.25 4.12 -0.09
N: -2.65 -4.14 2.60
N: -1.54 -5.32 1.22
C: -2.46 0.05 -2.91
C: -2.33 -6.20 1.94
C: -3.03 -5.46 2.81
C: 4.21 2.07 -2.69
C: 0.85 -5.56 0.93
C: -1.73 0.11 -1.72
C: 1.35 5.53 1.85
C: -2.05 2.38 -3.32
C: -3.06 -3.03 3.46
C: -2.60 1.17 -3.73
C: -4.26 -3.44 4.28
C: -1.89 -2.67 4.37
C: -1.31 2.46 -2.13
C: -0.73 -7.20 -0.10
C: 2.27 4.32 -2.01
C: 5.76 3.52 1.18
C: -0.51 -5.75 0.27
C: 2.72 1.90 -2.46
C: 1.53 2.86 -0.49
C: 1.65 5.02 -1.04
C: 2.01 1.91 -3.80
C: -3.38 -1.82 2.60
C: -1.09 1.32 -1.35
C: -0.82 5.09 0.77
C: 0.44 3.13 1.88
C: 0.54 4.46 1.13
C: 4.91 2.20 0.81
C: -1.72 -4.04 1.63
C: -0.56 -4.86 -0.96
C: -3.35 1.06 -5.03
C: 2.38 0.65 -1.66
H: -2.19 3.27 -3.94
H: 1.48 6.08 -0.90
H: 0.29 -5.15 -1.60
H: -0.26 2.38 1.37
H: -2.53 -1.56 1.96
H: 0.93 2.10 -3.69
H: 4.55 1.23 -3.32
H: -1.26 5.55 1.66
H: -4.02 -4.25 4.97
H: 1.30 6.48 1.30
H: 2.46 2.67 -4.46
H: -0.45 -3.81 -0.68
H: 4.77 2.02 -1.73
H: -3.74 -5.75 3.57
H: -4.28 -2.00 2.01
H: 1.62 -5.83 0.20
H: 4.43 3.02 -3.21
H: 0.92 5.70 2.85
H: 2.14 0.92 -4.25
H: -3.58 -0.98 3.28
H: -1.55 4.38 0.38
H: 2.40 5.24 1.95
H: -1.60 -0.76 -1.08
H: -1.72 -7.35 -0.55
H: -1.66 -3.50 5.05
H: 0.95 -6.21 1.81
H: -0.61 -7.86 0.77
H: -1.01 -2.40 3.78
H: -2.99 0.20 -5.60
H: -2.19 -1.80 4.98
H: -4.43 0.93 -4.87
H: -0.01 3.32 2.86
H: -0.89 3.42 -1.82
H: 0.99 -4.51 1.22
H: 2.72 4.65 -2.93
H: -1.48 -5.02 -1.52
H: -4.57 -2.58 4.88
H: -0.69 5.91 0.03
H: 0.03 -7.48 -0.84
H: 2.91 0.62 -0.69
H: -3.20 1.97 -5.63
H: 1.25 0.51 -1.63
H: 1.44 2.72 2.08
H: -2.92 -0.90 -3.22
H: 2.74 -0.22 -2.22
H: -5.10 -3.72 3.64
H: -2.32 -7.27 1.79



Below is a structure of composition C2HBrI4S, with properties calculated with ωB97M-V/def2-TZVPD.

## Properties
ΔE to the lowest compared entry with this formula, charge and spin: 125.9 kJ/mol
E_tot: -4239.69592 a.u.
Highest occupied orbital energy (alpha / beta): -0.3242 / -0.3239 Eh

Positions of all 9 atoms, in Å:
I: 2.62 -1.55 0.41
I: -1.93 -3.47 1.23
I: 0.27 5.28 -1.50
I: 0.88 1.40 2.22
Br: -1.85 -0.39 -1.76
S: -0.03 -1.50 -1.35
C: 0.72 -0.69 -0.06
C: 0.13 0.25 0.64
H: -0.82 0.68 0.17



Below is a cluster of 6 separate species, C47H80FN7O8P in total, with properties calculated with ωB97M-V/def2-TZVPD.

## Properties
E_tot: -3265.09330 a.u.
Total charge: +1
Highest occupied orbital energy: -0.3962 Eh

Positions of all 144 atoms, in Å:
P: 0.21 2.88 0.61
F: 5.32 0.32 2.71
O: -0.69 3.55 -0.56
O: 0.39 3.42 -4.70
O: 0.50 4.05 1.69
O: 1.04 -1.79 -1.90
O: 4.04 4.91 -0.95
O: 2.95 4.80 3.19
O: -0.51 1.76 1.21
O: 0.80 -4.03 -1.82
N: -2.38 -1.61 -4.20
N: -0.33 1.38 -3.97
N: 3.02 3.05 -0.08
N: 0.47 -0.72 2.67
N: -5.71 -5.80 -3.07
N: 5.59 3.70 4.82
N: -11.02 -3.75 -2.71
C: 0.58 -2.95 -1.35
C: 8.23 5.93 4.51
C: 1.78 2.21 -0.12
C: -2.33 2.64 -3.16
C: -1.52 1.51 -3.11
C: 2.30 0.88 0.52
C: 1.29 1.73 -1.54
C: 4.07 2.46 0.84
C: 3.40 -1.66 -1.22
C: -12.55 -6.81 -2.24
C: -0.30 -2.86 -0.12
C: 2.95 4.53 -0.17
C: 7.89 4.79 5.47
C: 3.56 -1.20 2.34
C: -2.88 0.53 -1.36
C: 4.32 6.30 -0.79
C: 4.37 3.18 2.16
C: 0.01 -2.97 5.26
C: -2.72 -2.71 -4.12
C: 8.36 5.46 3.06
C: -12.98 -6.31 -0.86
C: 0.15 -4.08 4.22
C: 1.39 2.79 -2.67
C: 4.27 -0.40 -1.38
C: -3.15 -4.11 -4.01
C: 6.60 4.17 5.11
C: -1.79 0.47 -2.23
C: -3.42 2.69 -2.28
C: -2.03 -4.97 -3.42
C: -0.07 -1.17 3.57
C: -0.77 -4.96 -4.28
C: 3.17 3.39 3.11
C: -6.63 -5.12 -2.98
C: -7.13 -3.54 -0.50
C: 2.39 -1.88 -2.38
C: 3.42 2.86 4.56
C: 4.85 0.18 -0.07
C: -11.06 -4.90 -2.68
C: 3.84 0.91 0.86
C: 4.00 0.27 2.26
C: -3.69 1.66 -1.38
C: -0.76 -1.75 4.73
C: -7.80 -4.24 -2.85
C: -7.49 -3.08 -1.91
C: 5.20 6.61 0.43
C: -11.14 -6.36 -2.63
C: 0.46 2.55 -3.86
H: 7.82 5.16 6.50
H: -12.59 -7.90 -2.25
H: 1.81 0.91 1.51
H: 1.82 0.84 -1.87
H: 3.36 3.67 5.28
H: 1.86 -0.01 0.08
H: -0.27 -3.80 0.43
H: -0.34 -3.96 -4.35
H: -0.84 -4.42 3.89
H: 3.01 5.02 0.81
H: -4.52 1.75 -0.69
H: 2.84 -1.71 -0.28
H: -0.98 -5.32 -5.29
H: -10.87 -6.76 -3.61
H: -8.07 -3.87 -3.84
H: 4.89 6.62 -1.67
H: 5.75 7.55 0.29
H: 0.25 1.42 -1.40
H: -4.03 -4.15 -3.38
H: 5.93 5.82 0.61
H: -13.01 -5.22 -0.83
H: -1.77 -2.04 4.44
H: -13.27 -6.46 -2.98
H: 1.16 3.79 -2.29
H: -1.78 -4.62 -2.42
H: 4.98 2.68 0.26
H: 2.48 -1.33 2.24
H: 2.30 2.83 2.74
H: 3.78 0.41 -1.94
H: 4.58 6.72 1.33
H: -0.77 4.49 -0.38
H: -2.15 3.48 -3.83
H: -6.95 -2.68 0.15
H: -0.08 4.82 1.59
H: 5.13 -0.70 -2.00
H: -4.05 3.58 -2.30
H: -1.35 -2.71 -0.40
H: 2.50 -1.03 -3.07
H: -0.84 -0.99 5.51
H: 5.16 2.65 2.71
H: 5.65 0.87 -0.38
H: 7.41 5.05 2.69
H: -12.29 -6.65 -0.09
H: 7.46 6.70 4.57
H: -8.36 -2.42 -1.86
H: 0.67 -4.93 4.65
H: 8.63 6.30 2.42
H: 4.07 -2.53 -1.22
H: 0.71 -3.75 3.35
H: 3.89 -1.54 3.34
H: 4.77 4.17 1.92
H: 1.01 -2.66 5.58
H: -0.50 -3.36 6.14
H: -6.22 -4.15 -0.49
H: 2.58 2.17 4.81
H: -0.67 1.34 -4.92
H: 3.44 2.83 -0.99
H: -10.41 -6.73 -1.91
H: -3.02 -0.31 -0.68
H: -13.97 -6.67 -0.61
H: 2.60 -2.78 -2.96
H: 5.38 -0.63 0.43
H: 8.66 4.02 5.45
H: -7.94 -4.12 -0.06
H: 4.11 -1.83 1.63
H: -1.11 -0.38 -2.26
H: 2.00 4.85 -0.62
H: -3.43 -4.47 -5.00
H: -2.39 -5.99 -3.32
H: 9.13 4.70 2.96
H: 3.35 0.79 2.98
H: 2.41 2.75 -3.08
H: -8.64 -4.82 -2.47
H: 9.16 6.39 4.82
H: 4.31 2.27 4.63
H: -0.01 -5.61 -3.84
H: -0.03 -2.02 0.53
H: -6.67 -2.49 -2.31
H: 3.42 6.94 -0.79
H: 2.22 4.96 3.80